No. 1
A 7-piece molecular cluster, C7H28N12O7 overall in a non-equilibrium geometry. Source: the Open Molecules 2025 dataset; level of theory: ωB97M-V with the def2-TZVPD basis set.

Geometry as XYZ:
```
54
Properties=species:S:1:pos:R:3:forces:R:3:mulliken_charge:R:1
O 3.311117 3.922476 -1.988794 -2.0 -0.3 1.5 -0.69
O 0.410002 -2.851861 -0.966179 -0.8 -4.3 -1.1 -0.72
O 1.911912 0.034152 2.121684 1.1 0.3 2.1 -0.72
O 0.371183 -0.894324 0.836592 -2.2 0.1 -0.7 -0.47
O -3.366278 -1.735283 4.037861 -0.7 0.1 1.5 -0.73
O -2.767594 1.222776 0.018385 -0.1 0.0 -0.1 -0.68
O 3.031064 -0.166355 -2.114292 1.1 1.6 0.1 -0.77
N -2.002699 0.399453 -1.915920 1.2 -1.6 -1.6 -0.09
N 2.185345 -1.668968 -0.699715 6.3 -1.0 4.9 -0.06
N 1.855631 2.486353 -0.912422 0.5 -3.0 -2.1 -0.33
N -1.593968 -3.712856 -1.435235 -1.1 -1.4 -1.3 -0.46
N 3.694076 0.894706 1.134651 0.8 1.4 -1.4 -0.20
N -1.375169 -1.793675 -0.411082 -4.8 3.8 1.8 -0.34
N 3.994322 -0.573573 2.637974 3.5 -4.1 4.2 -0.39
N 0.995886 -1.011570 -2.300598 -4.9 2.0 -3.6 -0.16
N -4.487637 -1.383034 2.178855 -6.1 -2.2 -2.8 -0.34
N -3.143655 2.245845 -1.934667 -1.5 2.9 -1.3 -0.45
N 1.903938 4.442323 -0.245819 -1.2 4.1 2.3 -0.32
N -2.654782 -0.430580 2.417164 5.2 3.9 -2.1 -0.01
C 2.108460 -0.820042 -1.646876 0.7 -0.2 -2.6 0.23
C 2.395957 3.689026 -1.165419 3.6 -1.4 -2.4 0.32
C -2.607896 1.288974 -1.206095 -1.9 0.8 2.1 0.54
C -0.174113 0.380861 0.593550 0.7 1.3 0.8 -1.19
C -3.521719 -1.174690 2.963578 2.3 -2.2 4.1 0.58
C -0.783975 -2.757679 -0.985376 -0.7 -4.0 1.0 0.66
C 3.133424 0.070304 1.965502 -2.6 2.1 -0.6 0.58
H -2.337666 -1.850719 -0.110350 -0.1 -0.5 -0.5 0.15
H 1.181686 -0.745487 1.329073 0.7 0.1 0.6 0.52
H -4.487754 -1.107514 1.207158 -0.6 0.1 0.5 0.18
H 1.181260 2.287466 -0.187324 0.4 -0.1 -0.5 0.14
H 0.560318 1.105369 0.945396 -0.4 0.1 0.1 1.14
H 0.214297 -1.493046 -1.879408 1.4 0.9 -0.8 -0.09
H 4.658159 0.635797 0.980994 -0.3 1.0 -1.2 0.19
H 3.160427 -1.905461 -0.583984 0.0 0.1 0.6 0.23
H -0.382986 0.569224 -0.459532 0.6 -0.1 0.1 0.44
H 3.039176 1.395764 0.551424 0.9 0.2 -0.7 0.16
H -2.590513 -3.592994 -1.322765 0.3 -0.3 -0.4 0.14
H -5.203900 -1.921006 2.645396 -0.3 -0.2 -1.0 0.23
H 2.231263 5.394447 -0.165691 -0.8 0.0 0.1 0.21
H 2.288039 1.771561 -1.480049 -0.5 -0.9 -0.1 0.23
H 1.468822 -2.284487 -0.342188 0.7 0.8 -0.2 0.28
H -3.187552 2.164760 -2.940449 0.0 0.2 0.3 0.14
H -1.120045 0.540027 1.111216 0.6 0.2 0.0 -0.28
H -2.037807 0.510031 -2.919238 0.5 -0.7 0.3 0.29
H -1.656405 -0.352424 -1.337249 0.2 -0.7 -1.3 0.00
H -1.211090 -4.464460 -1.990737 -0.2 0.1 0.2 0.29
H -3.761196 2.912299 -1.493560 0.2 -0.2 -0.1 0.29
H 1.016510 4.043997 0.026031 0.0 1.6 0.8 0.16
H -2.589190 -0.456731 1.409639 -0.1 0.9 0.4 -0.46
H -1.840719 -0.120804 2.928477 -0.1 -0.5 -0.1 0.19
H 4.965605 -0.299970 2.681134 -0.3 0.0 -0.2 0.15
H -0.864605 -1.145205 0.171085 0.4 -1.5 0.1 0.75
H 3.732080 -1.223779 3.364986 -0.3 0.2 -0.2 0.28
H 0.750953 -0.469414 -3.116795 0.5 0.3 0.3 0.25
```
Positions in Å, forces in eV/Å.

Properties
**Spin multiplicity**: 1
**Net charge**: 0
**SMILES string**: NC(N)=O.NC(N)=O.NC(N)=O.NC(N)=O.NC(N)=O.NC(N)=O.CO
**Calculated total energy**: -1467.21193 Ha
**LUMO energy**: 0.0 eV
**Frontier orbital gap**: 8.66 eV
**Strongest force on any atom**: 8.06 eV/A

=====

No. 2
A 7-piece molecular cluster, C7H28N14O7 overall in a non-equilibrium geometry. Source: the Open Molecules 2025 dataset; level of theory: ωB97M-V with the def2-TZVPD basis set.

Geometry as XYZ:
```
56
Properties=species:S:1:pos:R:3:forces:R:3:mulliken_charge:R:1
O -3.892487 -0.127614 -4.654281 -1.5 0.4 -0.1 -0.51
O 0.663089 -1.012500 1.343462 -1.0 2.5 -1.6 -0.29
O -0.077613 1.305428 4.824374 1.3 1.1 -0.2 -0.68
O 5.254250 -1.845093 0.945057 0.1 -0.5 0.3 -0.63
O -2.697959 -3.085794 -3.495815 -3.5 0.2 -3.1 -0.53
O 5.515918 2.886234 2.469804 0.1 1.4 -0.2 -0.67
O -4.190476 1.419960 -0.902686 2.6 0.5 1.6 -0.62
N 3.950031 1.941490 1.180979 -2.9 -0.7 -2.7 -0.42
N -0.909843 -2.685295 -2.412720 7.0 3.0 0.4 -0.63
N 3.053067 -1.585076 0.610843 -1.9 0.9 -3.7 -0.13
N 0.349095 1.252315 0.652665 2.7 0.8 1.6 0.00
N -0.932733 -0.238827 -0.061219 -2.2 -3.8 -1.5 1.18
N 1.868779 0.640287 3.909677 0.5 -2.1 0.3 -0.41
N 5.295586 0.737239 2.511368 0.0 -2.7 0.1 -0.13
N -6.369893 1.247069 -0.858404 -1.1 -0.1 2.4 -0.44
N -1.719274 -0.051216 -5.014430 2.1 -0.3 -2.0 -0.36
N -5.337313 1.604002 -2.785578 -1.0 0.8 -2.7 -0.21
N 3.650127 -2.260722 2.507302 -0.1 -1.7 3.9 -0.26
N -2.387364 -3.791554 -1.397795 -2.2 -1.9 2.3 -0.47
N 1.640057 2.724032 4.279251 -0.8 4.5 0.6 -0.46
N -2.391698 0.492798 -3.012832 -0.3 0.0 0.6 -0.11
C 1.073484 1.567788 4.423860 -2.2 -3.4 0.1 0.65
C 4.075102 -1.967948 1.292412 2.7 1.1 -0.3 0.14
C 0.148522 -0.057041 0.633413 -0.1 -0.6 2.7 -1.66
C 4.943616 1.900373 2.013941 3.1 2.7 3.7 0.06
C -5.228203 1.462009 -1.505096 -0.1 -0.7 -0.5 0.31
C -2.771464 0.094160 -4.248342 -1.2 -0.2 1.1 -0.34
C -2.066632 -3.162651 -2.501662 -1.5 -1.2 -0.4 0.63
H -3.017687 0.590397 -2.226253 0.0 0.1 0.0 0.26
H 2.605242 1.032524 3.340592 -0.1 -1.2 -0.4 0.19
H -1.450853 0.425550 -0.618230 0.3 -0.1 0.1 -0.36
H 2.660444 -2.406727 2.646308 0.3 0.1 0.3 0.16
H -0.273251 1.816718 0.092102 0.6 0.5 0.1 0.39
H 1.121529 1.572924 1.218916 -0.2 0.6 -0.3 0.43
H 3.513207 2.829856 0.980745 0.5 -0.1 -0.3 0.38
H 4.171692 1.318457 0.417577 -1.0 0.0 -0.5 0.25
H 6.238616 0.652564 2.862954 -0.4 -0.2 0.0 0.20
H 0.862515 3.366359 4.225021 1.0 1.3 0.3 0.24
H -1.404885 0.697483 -2.946437 0.0 0.3 0.8 0.08
H -6.242981 1.290844 -3.104651 0.7 0.4 -1.1 0.15
H 2.135960 -1.578611 1.033913 -0.4 0.5 -0.3 0.20
H -6.024707 1.135819 0.084240 -1.4 -0.5 0.5 0.26
H -3.327879 -4.159324 -1.414281 0.4 -0.4 0.8 0.22
H 4.269236 -2.401038 3.292867 -0.1 -0.3 -0.4 0.21
H -1.671917 -3.876505 -0.689975 -1.0 -0.3 0.3 0.20
H 2.632761 2.902521 4.226484 -0.5 0.2 -0.2 0.26
H 3.190585 -0.972133 -0.180032 0.0 -0.5 -0.2 0.27
H -0.306901 -3.034143 -1.681373 0.4 0.8 -0.4 0.21
H -1.078007 -1.233253 -0.161767 -0.9 0.2 -0.5 -0.09
H -1.884451 -0.011179 -6.010026 0.6 -0.3 0.3 0.26
H -7.300469 1.020165 -1.178798 0.5 0.1 0.1 0.17
H 1.330095 -0.201726 3.765021 0.9 -0.3 -0.7 0.21
H -4.550880 1.858294 -3.366054 -0.4 -0.6 -0.1 0.22
H -0.831822 0.023326 -4.538000 0.5 0.1 -1.0 0.46
H -0.605282 -1.997814 -3.087040 0.4 -0.3 0.1 0.25
H 4.732317 -0.065203 2.268632 0.7 -0.2 0.1 0.32
```
Positions in Å, forces in eV/Å.

Properties
**Spin multiplicity**: 2
**Net charge**: -1
**Calculated total energy**: -1576.90537 Ha
**LUMO energy (alpha / beta)**: 2.6 / 2.5 eV
**Frontier orbital gap (alpha / beta)**: 2.74 / 9.58 eV
**Strongest force on any atom**: 7.66 eV/A

=====

No. 3
A 7-piece molecular cluster, C7H28N14O7 overall in a non-equilibrium geometry. Source: the Open Molecules 2025 dataset; level of theory: ωB97M-V with the def2-TZVPD basis set.

Geometry as XYZ:
```
56
Properties=species:S:1:pos:R:3:forces:R:3:mulliken_charge:R:1
O 0.901115 3.088653 5.189104 0.4 -0.2 0.1 -0.74
O -0.335355 0.013243 -3.279156 -1.0 -1.8 3.0 -0.88
O 1.148745 0.237853 1.526014 -0.9 -0.9 -1.6 -0.76
O -3.298665 -1.884387 2.839404 -0.2 0.6 0.1 -0.68
O 2.066275 -4.637007 3.090834 -0.4 0.4 1.1 -0.68
O 1.020515 3.803163 0.212614 1.4 -3.6 -1.3 -0.71
O -1.058925 -3.800727 -3.047256 -2.1 -0.9 -1.0 -0.67
N -0.330685 5.408483 0.729084 -6.8 2.2 1.9 -0.67
N 0.621655 2.692143 3.052634 -4.0 1.9 -6.5 -0.07
N 2.574755 -4.239387 0.997604 1.3 3.7 -3.5 -0.41
N 2.102775 -6.248867 1.599834 -0.3 -5.9 -1.9 -0.39
N -2.713855 -3.949707 -4.728406 -2.6 -3.7 -0.5 -0.41
N -4.632075 -0.058767 2.960694 -3.0 1.9 0.9 -0.37
N 2.064705 1.521763 4.056474 4.6 -4.2 0.6 -0.30
N 0.008855 1.088793 -0.178306 -1.7 3.4 -2.4 -0.27
N 1.781495 0.929413 -3.399446 -0.5 -1.3 1.2 -0.47
N 1.786395 5.762773 0.930514 1.9 2.4 1.0 -0.35
N -1.536565 -2.208757 -4.452196 1.3 3.6 -1.2 -0.26
N 0.372165 0.943233 -5.033686 -1.0 2.4 -6.9 -0.41
N 0.340905 -1.043637 -0.220596 0.5 -2.9 0.0 -0.22
N -2.641545 0.128333 2.191754 3.9 3.6 -2.2 -0.18
C 0.861805 4.896143 0.653574 1.8 -1.7 -1.6 0.54
C 0.534505 0.092293 0.423374 2.8 -0.9 4.3 0.79
C 0.569445 0.551553 -3.863506 1.2 0.3 2.8 0.77
C -3.484595 -0.670817 2.696624 -2.0 -5.7 1.2 0.66
C -1.762685 -3.418487 -4.011206 3.4 1.0 2.6 0.68
C 1.168275 2.440693 4.165924 -0.3 2.4 4.5 0.46
C 2.210325 -5.034207 1.949974 0.1 2.6 4.2 0.66
H -5.508805 -0.461787 3.259034 0.7 -0.4 0.0 0.20
H 0.297375 2.019793 0.086434 0.0 0.3 -0.4 0.18
H 2.581445 -6.426177 0.728324 -0.3 -0.9 0.3 0.18
H 0.810785 2.207323 2.187024 0.5 -0.4 0.5 0.19
H 2.128025 -6.953577 2.322914 -0.1 0.1 -0.2 0.26
H -0.242155 0.842423 -1.125086 -0.5 1.0 -0.2 0.02
H -0.582425 0.885123 -5.358476 0.3 0.3 -0.3 0.24
H -0.661785 5.430953 1.683004 0.5 1.2 0.8 0.26
H -0.977245 -1.596467 -3.875686 0.1 0.1 -0.4 0.18
H -4.661715 0.928593 2.750124 -0.5 -0.3 0.2 0.11
H 2.823465 -4.557737 0.071914 -0.1 0.3 0.3 0.16
H 2.866805 -3.317567 1.289254 -0.1 -0.1 -0.2 0.23
H -1.966775 -1.856687 -5.295446 0.0 0.2 0.5 0.16
H -1.115735 4.853293 0.419944 0.6 -0.6 -1.2 0.29
H 0.151975 -1.084547 -1.211916 -0.3 -0.1 0.2 0.08
H 1.349765 6.662063 1.074514 1.0 0.3 0.0 0.26
H 2.135965 0.853383 3.302624 -0.6 0.4 -0.3 0.29
H 2.228105 1.662623 -3.931466 0.5 -0.2 1.2 0.21
H -1.832965 -0.239877 1.711404 -0.1 0.4 0.3 0.14
H -2.979285 1.072993 2.074934 1.1 -0.1 -0.5 0.13
H -3.216105 -4.699997 -4.275736 0.0 -0.2 -0.8 0.23
H 2.884445 1.470803 4.644294 -0.7 0.3 0.5 0.18
H 0.629255 -1.885737 0.256694 0.0 0.0 -0.3 0.18
H -2.921085 -3.622417 -5.661166 -0.2 -0.3 0.6 0.18
H 1.763805 0.706103 -2.414596 1.4 0.9 0.2 0.29
H -0.093645 3.390943 2.910784 0.1 -0.2 0.9 0.08
H 2.759555 5.655753 0.682324 -0.3 -0.1 0.3 0.25
H 1.009215 1.656633 -5.358216 -0.6 -0.2 -0.8 0.15
```
Positions in Å, forces in eV/Å.

Properties
**Spin multiplicity**: 1
**Net charge**: 0
**SMILES string**: NC(N)=O.NC(N)=O.NC(N)=O.NC(N)=O.NC(N)=O.NC(N)=O.NC(N)=O
**Calculated total energy**: -1576.89896 Ha
**LUMO energy**: -0.1 eV
**Frontier orbital gap**: 8.46 eV
**Strongest force on any atom**: 7.85 eV/A

=====

Q: Which energy relative to the best compared isomer or geometry (same formula, charge and spin) values were calculated for the entries above? A: 797.9 130.5 540.2, in kJ/mol.